[1]
The following is a quantum chemistry calculation of the molecule C4H3N3, from OMol25.

Element x y z (Å)
N (-1.771442, 0.226376, 2.052282)
C (-0.778110, -0.087468, 1.540617)
C (-2.005547, 1.207988, -1.060242)
N (-0.917125, 0.780038, -1.207554)
C (0.343319, 0.226431, -1.277264)
C (0.921605, -0.358079, -0.224740)
N (0.408790, -0.503292, 1.062141)
H (0.849577, 0.280175, -2.234414)
H (1.908518, -0.792443, -0.334080)
H (0.991299, -0.971778, 1.737164)

Forces on atoms 1 to 2 (eV/Å):
N 1.0104 -0.3141 -0.5183
C -0.8115 0.2319 0.4937

Properties
max |F|	1.18	eV Å⁻¹
E_tot	-8664.2481	eV
gap between HOMO and LUMO	9.64	eV
HOMO level	-9.346	eV
LUMO	0.0109	hartree

=====

[2]
The following is a quantum chemistry calculation of a cluster of 3 separate species, C16H27BrN4O5PS in total, from OMol25.

Element x y z (Å)
C (5.457802, -0.779901, 1.132717)
N (5.640249, 0.699328, 0.783068)
C (7.053966, 1.172831, 1.059652)
C (4.762139, 1.487935, 1.729050)
O (4.647665, 1.243231, 3.054435)
C (3.816005, 2.718188, 1.105154)
C (2.327094, 2.000919, 0.847110)
C (1.359788, 1.929846, 2.203775)
C (-0.112136, 1.197510, 2.048312)
C (-1.057709, 1.144990, 3.386579)
O (-2.327003, 0.727997, 3.427788)
O (-0.487975, 1.649466, 4.667182)
C (-0.486375, 0.592225, 0.566654)
P (-2.146953, -0.331130, 0.285385)
S (-3.526510, 0.900917, -0.319943)
C (0.597199, 0.791434, -0.687866)
Br (0.211104, 0.079846, -2.558406)
N (1.938769, 1.473938, -0.517047)
H (5.962231, -1.459134, 0.289758)
H (4.315249, -1.102651, 1.164213)
H (5.898001, -1.041507, 2.210315)
H (7.195825, 2.181805, 0.475320)
H (7.153084, 1.448296, 2.215367)
H (7.835270, 0.340598, 0.790474)
H (3.694666, 3.605889, 1.864486)
H (4.279114, 3.161285, 0.112668)
H (1.743868, 2.370672, 3.239955)
H (0.393699, 1.193194, 4.864387)
H (-2.493451, -1.050802, 1.517192)
H (-1.863658, -1.360899, -0.721983)
H (2.631185, 1.606185, -1.309043)
C (-1.977907, 3.195225, -7.292918)
C (-1.242602, 2.134638, -6.522581)
O (-0.110441, 1.768216, -6.828291)
N (-1.871900, 1.571866, -5.449847)
C (-3.188882, 1.863859, -4.936095)
H (-1.351954, 3.548636, -8.116908)
H (-2.899332, 2.781969, -7.711369)
H (-2.202099, 4.043281, -6.640618)
H (-1.315871, 0.866309, -4.980773)
H (-3.082773, 2.193304, -3.900039)
H (-3.774507, 0.942087, -4.962300)
H (-3.699846, 2.635835, -5.512700)
C (-3.337949, -3.854946, 3.959189)
C (-3.330769, -3.874608, 2.456359)
O (-2.681444, -3.069643, 1.793096)
N (-4.077919, -4.827529, 1.826125)
C (-4.900895, -5.852446, 2.422699)
H (-2.698769, -3.043158, 4.317137)
H (-4.353277, -3.682804, 4.325770)
H (-2.947408, -4.799326, 4.347237)
H (-4.023875, -4.778927, 0.815320)
H (-4.529412, -6.823167, 2.086683)
H (-5.924101, -5.715542, 2.065468)
H (-4.888269, -5.815629, 3.512648)

Forces on atoms 1 to 2 (eV/Å):
C -0.0497 -1.5476 0.4760
N -1.4872 0.0686 2.2841

Properties
max |F|	9.19	eV Å⁻¹
E_tot	-123376.9197	eV
gap between HOMO and LUMO	5.47	eV
net charge	+1
HOMO level	-11.223	eV
LUMO	-0.2113	hartree

=====

[3]
The following is a quantum chemistry calculation of a structure of composition C10H26FNO2SSi2, from OMol25.

Element x y z (Å)
O (-0.150409, -0.760785, 2.877578)
C (-0.844165, -1.620380, 3.214758)
O (-1.587568, -2.335984, 2.404341)
C (-1.016527, -2.015939, 4.650919)
S (0.493221, -2.744662, 5.323183)
C (1.802060, -2.689305, 4.077505)
C (2.694257, -1.475021, 4.373380)
F (3.837466, -1.712412, 3.746363)
H (-1.177944, -2.364605, 1.523277)
H (-1.275742, -1.179490, 5.273964)
H (-1.812542, -2.736787, 4.739618)
H (0.184503, -4.049633, 5.459698)
H (1.434037, -2.650457, 3.063021)
H (2.431518, -3.557196, 4.186918)
H (2.841370, -1.423033, 5.447016)
H (2.241680, -0.546707, 4.053489)
C (-2.678129, 0.127726, -0.358039)
Si (-1.090610, 0.831288, -1.125371)
C (0.300788, -0.362560, -0.634574)
C (-0.767771, 2.482088, -0.255818)
N (-1.294073, 0.963791, -2.778288)
Si (-0.124581, 1.536641, -3.849231)
C (1.455816, 0.490140, -3.888668)
C (0.390202, 3.331460, -3.533048)
C (-0.834826, 1.488923, -5.601440)
H (-2.574482, 0.022858, 0.732897)
H (-3.522782, 0.789183, -0.554058)
H (-2.902023, -0.857936, -0.774364)
H (0.250618, -0.587740, 0.438784)
H (1.287098, 0.061839, -0.827686)
H (0.211674, -1.302203, -1.186040)
H (-1.490326, 3.230407, -0.583347)
H (0.237222, 2.856214, -0.458796)
H (-0.861147, 2.380011, 0.835359)
H (2.057428, 0.631028, -2.987495)
H (2.085760, 0.768165, -4.742809)
H (1.210950, -0.569603, -3.982838)
H (-0.490358, 3.965166, -3.414466)
H (0.976421, 3.722673, -4.373885)
H (1.008964, 3.424645, -2.637825)
H (-1.726345, 2.115452, -5.668469)
H (-1.107617, 0.467422, -5.874315)
H (-0.103088, 1.855317, -6.331197)

Forces on atoms 1 to 2 (eV/Å):
O 3.0372 3.0917 -0.6102
C -2.0418 -1.5069 0.3107

Properties
max |F|	4.38	eV Å⁻¹
E_tot	-45682.4962	eV
gap between HOMO and LUMO	3.01	eV
HOMO level	-5.254	eV
LUMO	-0.0824	hartree

=====

[4]
The following is a quantum chemistry calculation of a structure of composition C4H6OS, from OMol25.

Element x y z (Å)
C (-0.201334, -1.208544, 0.537710)
C (0.840042, 1.318097, -0.005966)
C (-0.782649, 1.379404, 0.320929)
C (-1.537506, 0.320774, -0.246708)
H (-0.608259, -0.500788, 1.471331)
H (0.013262, -2.292252, 0.945815)
H (1.692103, 2.161335, 0.815651)
H (1.013178, 1.936636, -1.184043)
H (-1.323166, 2.331471, 0.627194)
H (-2.477005, 0.586905, -0.612665)
O (-1.310469, -0.969837, -0.363390)
S (1.391395, -0.457687, -0.174497)

Forces on atoms 1 to 2 (eV/Å):
C 0.4843 0.7131 2.5435
C 0.4950 3.7992 -0.3435

Properties
max |F|	4.61	eV Å⁻¹
E_tot	-17122.9719	eV
gap between HOMO and LUMO	9.16	eV
HOMO level	-8.355	eV
LUMO	0.0296	hartree

=====

[5]
The following is a quantum chemistry calculation of a cluster of 2 separate species, C2H7OPS in total, from OMol25.

Element x y z (Å)
C (0.968062, 1.849225, 0.303067)
C (0.357961, -2.068546, -0.424706)
O (0.828998, 0.470827, 0.004695)
P (0.030755, -0.617357, 0.827018)
S (-2.968913, -0.460310, -0.164795)
H (1.912511, 2.295995, -0.096016)
H (0.958328, 2.231678, 1.306786)
H (0.189066, 2.399484, -0.223592)
H (0.947795, -1.522726, -1.198179)
H (-0.582744, -2.347559, -0.834345)
H (0.869436, -2.909433, -0.063400)
H (-3.511260, 0.678725, 0.563463)

Forces on atoms 1 to 2 (eV/Å):
C 0.4244 1.9201 -1.2852
C -0.0073 3.4608 -0.1329

Properties
max |F|	3.46	eV Å⁻¹
E_tot	-24356.6878	eV
gap between HOMO and LUMO (spin up / spin down)	7.18 / 6.62	eV
HOMO level (spin up / spin down)	-8.233 / -7.975	eV
LUMO (spin up / spin down)	-0.0387 / -0.0496	hartree

=====

[6]
The following is a quantum chemistry calculation of a structure of composition C24H71Cl2NO26P6Y, from OMol25.

Element x y z (Å)
Y (-0.753401, 1.979182, -2.303439)
O (1.212502, 0.915097, -2.185336)
H (1.236701, 1.126141, -1.226379)
O (-0.783760, 3.731687, -3.431866)
H (-0.647637, 4.638800, -3.163121)
Cl (-1.467815, -0.533035, -0.718936)
Cl (0.066711, 3.459705, -0.230434)
C (-4.320189, 3.692366, -3.881706)
O (-4.326011, 2.663473, -4.857395)
P (-3.416730, 1.399188, -4.900652)
O (-2.500955, 1.187069, -3.771823)
O (-4.361527, 0.152726, -5.042060)
C (-4.151781, -0.969455, -4.082348)
O (-2.863056, 1.436102, -6.352169)
C (-1.871279, 2.423773, -6.710168)
H (-3.779852, 4.493719, -4.339185)
H (-3.744728, 3.483041, -2.969824)
H (-5.338095, 3.972840, -3.588226)
H (-3.217418, -0.917451, -3.562036)
H (-4.169277, -1.875970, -4.635235)
H (-4.889271, -0.907294, -3.310145)
H (-2.347553, 3.328875, -7.218280)
H (-1.296999, 1.872723, -7.422650)
H (-1.271824, 2.754554, -5.848189)
C (5.912914, 2.058429, 2.613763)
O (4.692327, 1.365827, 2.382671)
P (4.231878, 0.072438, 3.201133)
O (5.173603, -1.061816, 3.318282)
O (3.960623, 0.688149, 4.667970)
C (3.941254, -0.244281, 5.750436)
O (2.888539, -0.244291, 2.453979)
C (2.802393, -0.091042, 0.956415)
H (5.711251, 2.948786, 3.194478)
H (6.316834, 2.444677, 1.629824)
H (6.605345, 1.403533, 3.193886)
H (4.511371, 0.217074, 6.607733)
H (4.381221, -1.165563, 5.615586)
H (2.862268, -0.373668, 6.069899)
H (2.638660, -1.099415, 0.570428)
H (3.683729, 0.335375, 0.569460)
H (1.934392, 0.516924, 0.791053)
C (-5.947377, 4.107173, 0.730369)
O (-4.916365, 3.793609, -0.222896)
P (-3.616258, 2.868832, 0.236250)
O (-2.861172, 2.622487, -0.979314)
O (-3.041254, 3.415415, 1.598299)
C (-2.389276, 4.645643, 1.831653)
O (-4.162057, 1.525729, 0.907773)
C (-4.842666, 0.554654, 0.032983)
H (-5.453538, 4.619256, 1.529300)
H (-6.369029, 3.205005, 1.235050)
H (-6.687412, 4.769624, 0.309684)
H (-2.500432, 4.831943, 2.895848)
H (-2.779861, 5.430333, 1.188467)
H (-1.346298, 4.629406, 1.498692)
H (-5.924734, 0.781067, 0.031064)
H (-4.547457, -0.441816, 0.413468)
H (-4.372447, 0.737641, -0.915396)
C (-0.250509, 1.441121, 2.222891)
O (-0.420073, 0.969093, 3.570801)
P (-0.565757, 2.108130, 4.661637)
O (-0.350874, 1.648115, 6.030049)
O (0.385714, 3.242013, 4.150861)
C (1.684706, 3.482814, 4.677908)
O (-1.923175, 2.842108, 4.293223)
C (-3.076666, 1.921292, 4.355808)
H (-0.328046, 0.614195, 1.519883)
H (0.712194, 1.856307, 2.113561)
H (-1.055785, 2.154998, 1.941833)
H (2.434765, 3.574960, 3.869669)
H (2.121025, 2.737391, 5.309503)
H (1.694088, 4.456852, 5.269764)
H (-2.867521, 1.070343, 3.761500)
H (-3.847325, 2.413934, 3.827273)
H (-3.308668, 1.623976, 5.384895)
C (0.807007, -2.414075, -3.331075)
O (0.427611, -1.662504, -4.504279)
P (0.843742, -0.196025, -4.973151)
O (0.011344, 1.006075, -4.702728)
O (0.673915, -0.322327, -6.593800)
C (1.337127, -1.525196, -7.067792)
O (2.402637, -0.266118, -4.733337)
C (3.022070, 1.115753, -4.509002)
H (0.499148, -1.803050, -2.488071)
H (1.919827, -2.561644, -3.406252)
H (0.301678, -3.405618, -3.439417)
H (1.569854, -1.469281, -8.145156)
H (0.778646, -2.427614, -6.955754)
H (2.263867, -1.723264, -6.577585)
H (4.111154, 0.901497, -4.497930)
H (2.461487, 1.506408, -3.660308)
H (2.750523, 1.750136, -5.365524)
C (1.723247, -4.255612, -1.081514)
O (3.035951, -4.783704, -1.451074)
P (4.289499, -4.280839, -0.560208)
O (5.615058, -4.863333, -0.993121)
O (4.130799, -2.690049, -0.553163)
C (4.930527, -1.920134, -1.464915)
O (3.755053, -4.661770, 0.884718)
C (4.525391, -4.310358, 2.061360)
H (1.049649, -4.984510, -1.509344)
H (1.615344, -3.195713, -1.273557)
H (1.538239, -4.323141, -0.018914)
H (4.221347, -1.524076, -2.212952)
H (5.694628, -2.385432, -2.112650)
H (5.325941, -1.090650, -0.870152)
H (3.941085, -4.659638, 2.904524)
H (4.519608, -3.154276, 2.009954)
H (5.567160, -4.676619, 2.016622)
C (1.478717, -3.315006, 3.034599)
C (0.196162, -2.481683, 3.247333)
N (-1.025884, -3.117281, 2.798680)
C (-1.102172, -3.516308, 1.378969)
C (-2.049581, -4.730429, 1.210146)
C (-2.332457, -2.497165, 3.294626)
C (-2.971903, -1.558443, 2.251073)
H (1.662760, -3.639419, 1.996564)
H (1.522844, -4.117460, 3.791568)
H (2.330571, -2.663633, 3.156900)
H (0.235036, -2.205083, 4.266206)
H (0.359479, -1.536979, 2.729037)
H (-1.409079, -2.761417, 0.691082)
H (-0.114359, -3.788157, 0.959312)
H (-1.706673, -5.411246, 2.019769)
H (-3.091980, -4.441639, 1.336400)
H (-1.810553, -5.214207, 0.261113)
H (-2.247102, -2.025062, 4.244987)
H (-2.951283, -3.394150, 3.454757)
H (-2.276502, -0.723259, 2.132838)
H (-3.932197, -1.195957, 2.549790)
H (-2.949833, -1.941889, 1.252077)

Forces on atoms 1 to 2 (eV/Å):
Y -0.0005 -1.1298 -0.1377
O -0.6805 0.6863 0.8406

Properties
max |F|	4.12	eV Å⁻¹
E_tot	-162606.8458	eV
gap between HOMO and LUMO	7.64	eV
net charge	-1
HOMO level	-5.421	eV
LUMO	0.0814	hartree

=====

Look up the E_tot of the fourth one.
-17122.9719 eV

=====

What is the formula in the sixth record?
C24H71Cl2NO26P6Y